[1]
{
  "formula": "C20H21Cl33N2O3SSi",
  "method": "ωB97M-V with the def2-TZVPD basis set",
  "elements": ["C", "C", "C", "Cl", "Si", "C", "C", "C", "C", "N", "C", "C", "O", "C", "C", "O", "O", "N", "C", "S", "H", "H", "H", "H", "H", "H", "H", "H", "H", "H", "H", "H", "H", "H", "H", "H", "H", "H", "H", "H", "H", "C", "Cl", "Cl", "Cl", "Cl", "C", "Cl", "Cl", "Cl", "Cl", "C", "Cl", "Cl", "Cl", "Cl", "C", "Cl", "Cl", "Cl", "Cl", "C", "Cl", "Cl", "Cl", "Cl", "C", "Cl", "Cl", "Cl", "Cl", "C", "Cl", "Cl", "Cl", "Cl", "C", "Cl", "Cl", "Cl", "Cl"],
  "xyz": [[0.52, 0.90, 2.77], [-0.04, 0.06, 1.46], [-1.03, -1.19, 1.84], [-0.03, -2.37, 2.92], [-1.76, -2.13, 0.30], [-0.30, -2.75, -0.85], [-0.08, -1.81, -2.17], [0.91, -2.45, -3.32], [2.42, -1.75, -3.36], [3.46, -2.51, -2.55], [3.35, -2.17, -1.06], [3.73, -3.43, -0.02], [2.99, -0.96, -0.58], [-3.06, -1.12, -0.71], [-2.63, 0.42, -1.05], [-1.96, 0.84, -2.13], [-3.06, 1.47, -0.07], [-2.68, -3.55, 1.01], [-1.85, -4.66, 1.09], [-0.82, -5.86, 1.81], [0.74, 0.24, 3.71], [-0.22, 1.77, 3.10], [1.52, 1.43, 2.42], [-0.57, 0.87, 0.77], [0.90, -0.34, 0.87], [-1.97, -0.89, 2.50], [0.71, -2.82, -0.24], [-0.52, -3.85, -1.23], [0.25, -0.73, -1.86], [-1.14, -1.69, -2.69], [0.42, -2.16, -4.37], [0.96, -3.63, -3.32], [2.41, -0.61, -3.11], [2.77, -1.84, -4.50], [4.44, -2.23, -2.80], [3.63, -3.13, 1.11], [2.96, -4.29, -0.30], [4.82, -3.82, -0.27], [-4.05, -1.10, -0.07], [-3.28, -1.72, -1.71], [-2.30, 2.11, 0.08], [-6.09, 3.55, 1.75], [-6.12, 3.03, 0.05], [-5.21, 2.34, 2.73], [-5.27, 5.12, 1.88], [-7.76, 3.70, 2.36], [3.58, -6.50, 2.92], [3.44, -7.57, 1.50], [2.37, -5.20, 2.80], [3.30, -7.44, 4.40], [5.21, -5.79, 2.97], [4.70, -2.41, 5.57], [3.22, -2.51, 4.59], [4.30, -1.82, 7.20], [5.44, -4.03, 5.69], [5.86, -1.30, 4.80], [6.06, 2.10, 7.23], [4.57, 2.01, 6.25], [5.66, 2.69, 8.86], [6.79, 0.48, 7.35], [7.21, 3.22, 6.46], [-5.83, -3.63, -3.00], [-7.31, -3.06, -2.19], [-6.14, -5.18, -3.81], [-5.31, -2.42, -4.21], [-4.54, -3.84, -1.79], [-5.04, 8.34, -0.76], [-5.19, 9.97, -1.47], [-6.66, 7.61, -0.62], [-4.02, 7.32, -1.81], [-4.30, 8.46, 0.86], [2.70, -1.81, -7.67], [1.82, -3.14, -6.88], [4.45, -1.97, -7.33], [2.43, -1.88, -9.43], [2.12, -0.25, -7.04], [-2.20, 13.04, -2.73], [-2.95, 14.52, -3.39], [-1.32, 12.19, -4.02], [-1.06, 13.49, -1.43], [-3.46, 11.98, -2.07]],
  "e_homo_ev": -9.5,
  "total_charge": 0,
  "homo_lumo_gap_ev": 9.0,
  "spin_multiplicity": 1
}

---

[2]
{
  "formula": "C20H21ClIrN2OPS",
  "method": "ωB97M-V with the def2-TZVPD basis set",
  "elements": ["Ir", "Cl", "C", "O", "P", "C", "C", "C", "C", "C", "C", "C", "C", "H", "H", "H", "H", "H", "C", "C", "C", "C", "C", "H", "H", "H", "H", "H", "C", "C", "C", "C", "C", "H", "H", "H", "H", "H", "H", "H", "N", "C", "N", "S", "H", "H", "H", "H"],
  "xyz": [[0.11, -0.24, 1.87], [-1.03, -2.32, 1.75], [1.86, -0.75, 2.09], [2.93, -1.19, 2.11], [-0.07, 0.07, -0.41], [0.52, 1.65, -1.18], [0.96, -1.22, -1.24], [-1.71, -0.24, -1.19], [0.40, -2.46, -1.58], [1.18, -3.45, -2.19], [2.54, -3.24, -2.41], [3.11, -2.02, -2.02], [2.33, -1.02, -1.44], [-0.64, -2.67, -1.33], [0.73, -4.40, -2.46], [3.16, -4.02, -2.86], [4.18, -1.87, -2.14], [2.80, -0.09, -1.10], [1.37, 2.49, -0.44], [1.81, 3.71, -0.97], [1.47, 4.10, -2.27], [0.66, 3.25, -3.01], [0.17, 2.05, -2.48], [1.66, 2.21, 0.57], [2.44, 4.36, -0.37], [1.84, 5.04, -2.68], [0.39, 3.55, -4.02], [-0.49, 1.44, -3.08], [-1.85, -0.52, -2.56], [-3.13, -0.68, -3.12], [-4.27, -0.64, -2.32], [-4.12, -0.42, -0.95], [-2.86, -0.21, -0.39], [-0.98, -0.62, -3.21], [-3.23, -0.86, -4.18], [-5.26, -0.79, -2.75], [-4.99, -0.41, -0.31], [-2.74, -0.07, 0.69], [0.20, 1.40, 1.84], [-0.88, 1.12, 1.62], [0.18, -1.15, 6.47], [-0.14, 0.00, 5.83], [0.20, 1.14, 6.49], [-0.91, 0.01, 4.29], [0.10, -1.16, 7.48], [-0.05, -2.00, 5.98], [-0.03, 2.01, 6.05], [0.10, 1.12, 7.51]],
  "e_homo_ev": [-15.6, -16.7],
  "total_charge": 3,
  "relative_energy_kcal_mol": 0.0,
  "homo_lumo_gap_ev": [6.9, 2.7],
  "spin_multiplicity": 6
}

---

[3]
{
  "formula": "C20H21ClN2OPSSc",
  "method": "ωB97M-V with the def2-TZVPD basis set",
  "elements": ["Sc", "Cl", "C", "O", "P", "C", "C", "C", "C", "C", "C", "C", "C", "H", "H", "H", "H", "H", "C", "C", "C", "C", "C", "H", "H", "H", "H", "H", "C", "C", "C", "C", "C", "H", "H", "H", "H", "H", "H", "H", "N", "C", "N", "S", "H", "H", "H", "H"],
  "xyz": [[0.03, -0.95, 2.21], [-1.04, -2.92, 2.36], [2.06, -1.09, 1.58], [3.21, -1.06, 1.59], [-0.08, -0.05, -0.40], [0.55, 1.57, -1.09], [0.90, -1.25, -1.40], [-1.74, -0.28, -1.18], [0.39, -2.55, -1.62], [1.22, -3.52, -2.19], [2.58, -3.25, -2.44], [3.09, -1.97, -2.13], [2.26, -0.98, -1.62], [-0.60, -2.82, -1.25], [0.82, -4.51, -2.42], [3.22, -4.00, -2.88], [4.16, -1.77, -2.25], [2.68, -0.04, -1.27], [1.40, 2.40, -0.32], [1.86, 3.61, -0.84], [1.52, 4.01, -2.14], [0.67, 3.20, -2.90], [0.17, 2.00, -2.37], [1.66, 2.11, 0.70], [2.49, 4.26, -0.23], [1.90, 4.95, -2.55], [0.39, 3.51, -3.91], [-0.53, 1.40, -2.95], [-1.86, -0.64, -2.54], [-3.13, -0.79, -3.12], [-4.29, -0.65, -2.35], [-4.16, -0.33, -0.98], [-2.91, -0.13, -0.40], [-0.97, -0.84, -3.13], [-3.20, -1.03, -4.17], [-5.27, -0.80, -2.79], [-5.07, -0.23, -0.38], [-2.82, 0.11, 0.66], [-0.56, 2.64, 2.12], [-1.21, 2.27, 2.03], [-0.14, 1.12, 6.47], [0.23, 0.10, 5.68], [-0.26, -1.10, 6.11], [1.16, 0.38, 4.23], [-0.55, 0.93, 7.39], [0.11, 2.06, 6.24], [0.02, -1.97, 5.70], [-0.39, -1.14, 7.13]],
  "e_homo_ev": -14.4,
  "total_charge": 2,
  "homo_lumo_gap_ev": 5.9,
  "spin_multiplicity": 1
}

---

[4]
{
  "formula": "C20H21ClN6O3",
  "method": "ωB97M-V with the def2-TZVPD basis set",
  "elements": ["C", "O", "C", "C", "C", "C", "N", "C", "O", "C", "N", "N", "N", "C", "C", "O", "N", "C", "C", "C", "C", "C", "C", "C", "C", "C", "N", "C", "C", "Cl", "H", "H", "H", "H", "H", "H", "H", "H", "H", "H", "H", "H", "H", "H", "H", "H", "H", "H", "H", "H", "H"],
  "xyz": [[7.55, 2.81, 0.90], [6.43, 2.72, 0.04], [5.66, 1.61, 0.11], [5.87, 0.53, 0.95], [5.02, -0.57, 0.94], [3.94, -0.61, 0.06], [3.05, -1.69, -0.02], [3.08, -2.85, 0.68], [3.91, -3.16, 1.50], [1.95, -3.83, 0.29], [0.66, -3.23, 0.12], [-0.30, -3.35, 1.07], [-1.34, -2.74, 0.68], [-1.13, -2.19, -0.53], [-2.08, -1.45, -1.36], [-1.75, -1.00, -2.46], [-3.31, -1.34, -0.84], [-4.39, -0.63, -1.48], [-4.93, 0.48, -0.62], [-6.29, 0.60, -0.37], [-6.77, 1.62, 0.42], [-5.91, 2.54, 1.00], [-6.42, 3.66, 1.86], [-4.54, 2.41, 0.76], [-4.06, 1.40, -0.04], [0.17, -2.51, -0.92], [0.88, -2.09, -2.02], [3.72, 0.47, -0.79], [4.56, 1.56, -0.77], [4.28, 2.89, -1.83], [8.01, 3.77, 0.67], [8.27, 2.01, 0.71], [7.25, 2.79, 1.95], [6.70, 0.52, 1.64], [5.20, -1.40, 1.60], [2.32, -1.55, -0.71], [1.87, -4.56, 1.10], [2.25, -4.34, -0.63], [-3.46, -1.72, 0.09], [-5.20, -1.34, -1.73], [-3.98, -0.23, -2.41], [-6.98, -0.11, -0.81], [-7.83, 1.71, 0.60], [-5.91, 3.65, 2.83], [-6.22, 4.62, 1.39], [-7.49, 3.57, 2.02], [-3.86, 3.12, 1.20], [-3.00, 1.31, -0.23], [1.43, -2.80, -2.48], [0.25, -1.60, -2.65], [2.88, 0.47, -1.47]],
  "e_homo_ev": -8.2,
  "smiles": "COc1ccc(NC(=O)Cn2nnc(C(=O)NCc3ccc(C)cc3)c2N)cc1Cl",
  "total_charge": 0,
  "relative_energy_kcal_mol": 0.0,
  "homo_lumo_gap_ev": 8.7,
  "spin_multiplicity": 1
}

---

[5]
{
  "formula": "C20H21F4O2",
  "method": "ωB97M-V with the def2-TZVPD basis set",
  "elements": ["C", "C", "O", "C", "C", "C", "O", "C", "C", "H", "H", "H", "H", "H", "H", "H", "H", "H", "H", "H", "H", "H", "H", "F", "C", "C", "C", "F", "C", "C", "C", "C", "C", "C", "F", "C", "C", "F", "C", "C", "H", "H", "H", "H", "H", "H", "H"],
  "xyz": [[-2.08, 2.50, -3.10], [-0.74, 2.53, -2.40], [-0.64, 1.49, -1.43], [0.61, 1.50, -0.77], [0.63, 1.57, 0.59], [1.89, 1.56, 1.34], [1.82, 1.43, -1.47], [1.89, 0.31, -2.35], [3.20, 0.25, -3.11], [-2.20, 3.32, -3.82], [-2.22, 1.57, -3.65], [-2.89, 2.58, -2.38], [0.10, 2.43, -3.10], [-0.59, 3.48, -1.87], [-0.31, 1.63, 1.10], [1.73, 1.57, 2.42], [2.48, 0.67, 1.10], [2.50, 2.43, 1.08], [1.75, -0.59, -1.73], [1.02, 0.36, -3.02], [3.28, -0.64, -3.74], [3.32, 1.12, -3.75], [4.04, 0.24, -2.42], [-1.26, 0.01, 5.46], [-0.35, -0.55, 4.63], [0.93, -0.80, 5.08], [1.87, -1.37, 4.23], [3.12, -1.62, 4.67], [1.51, -1.69, 2.94], [0.22, -1.44, 2.45], [-0.02, -1.79, 1.09], [-1.15, -1.68, 0.25], [-1.01, -2.15, -1.07], [-2.03, -2.09, -1.98], [-1.86, -2.56, -3.24], [-3.25, -1.55, -1.61], [-3.43, -1.07, -0.33], [-4.63, -0.56, 0.04], [-2.40, -1.13, 0.59], [-0.70, -0.87, 3.34], [1.21, -0.54, 6.08], [2.25, -2.14, 2.31], [0.84, -2.22, 0.60], [-0.07, -2.58, -1.39], [-4.05, -1.50, -2.32], [-2.61, -0.74, 1.56], [-1.72, -0.68, 3.07]],
  "e_homo_ev": -11.5,
  "total_charge": 1,
  "homo_lumo_gap_ev": 4.9,
  "spin_multiplicity": 1
}

---

[6]
{
  "formula": "C20H21F5NO17",
  "method": "ωB97M-V with the def2-TZVPD basis set",
  "elements": ["O", "C", "C", "C", "C", "O", "N", "C", "H", "H", "H", "H", "H", "H", "C", "C", "O", "C", "O", "O", "F", "H", "H", "H", "C", "C", "O", "C", "O", "O", "F", "H", "H", "H", "C", "C", "O", "C", "O", "O", "F", "H", "H", "H", "C", "C", "O", "C", "O", "O", "F", "H", "H", "H", "C", "C", "O", "C", "O", "O", "F", "H", "H", "H"],
  "xyz": [[1.73, 1.55, -0.47], [0.34, 1.61, -0.49], [-0.40, 0.37, -0.86], [-1.90, 0.49, -0.86], [-2.50, 1.81, -0.47], [-3.88, 1.95, -0.43], [-1.73, 2.90, -0.15], [-0.33, 2.86, -0.12], [1.96, 1.29, 0.45], [0.11, -0.58, -1.14], [-2.47, -0.42, -1.14], [-4.11, 1.70, 0.49], [-2.16, 3.80, 0.09], [0.22, 3.78, 0.18], [-4.57, 5.78, 0.26], [-5.26, 7.09, 0.03], [-4.48, 8.00, 0.78], [-3.22, 7.49, 0.80], [-2.25, 8.10, 1.10], [-3.21, 6.18, 0.41], [-6.52, 7.08, 0.53], [-4.91, 5.29, 1.17], [-4.70, 5.09, -0.58], [-5.29, 7.41, -1.02], [-3.30, -4.91, -1.14], [-4.04, -3.62, -1.35], [-3.27, -2.69, -0.60], [-1.99, -3.18, -0.61], [-1.03, -2.54, -0.31], [-1.95, -4.47, -1.00], [-5.28, -3.67, -0.83], [-3.61, -5.42, -0.22], [-3.42, -5.60, -1.97], [-4.08, -3.30, -2.39], [-2.23, -1.86, 2.95], [-3.44, -1.01, 3.04], [-4.50, -1.93, 2.87], [-4.03, -3.12, 3.37], [-4.72, -4.05, 3.64], [-2.67, -3.10, 3.51], [-3.44, -0.13, 2.00], [-1.92, -2.02, 1.92], [-1.39, -1.45, 3.52], [-3.56, -0.49, 3.98], [4.71, 0.54, -1.53], [5.28, 0.22, -2.87], [6.63, 0.64, -2.76], [6.94, 0.50, -1.44], [8.05, 0.50, -1.01], [5.83, 0.36, -0.67], [4.68, 0.95, -3.85], [4.37, 1.58, -1.45], [3.89, -0.12, -1.25], [5.25, -0.84, -3.13], [7.44, -4.24, -0.32], [6.97, -3.76, 1.02], [6.21, -2.61, 0.71], [5.72, -2.82, -0.54], [4.83, -2.19, -1.03], [6.36, -3.84, -1.17], [8.01, -3.40, 1.80], [8.35, -3.74, -0.65], [7.59, -5.32, -0.36], [6.34, -4.48, 1.56]],
  "e_homo_ev": -12.8,
  "total_charge": 1,
  "homo_lumo_gap_ev": 8.1,
  "spin_multiplicity": 1
}

---

[7]
{
  "formula": "C20H21N3O2S",
  "method": "ωB97M-V with the def2-TZVPD basis set",
  "elements": ["C", "C", "C", "C", "C", "C", "C", "N", "C", "O", "C", "S", "C", "N", "C", "N", "C", "O", "C", "C", "C", "C", "C", "C", "C", "C", "H", "H", "H", "H", "H", "H", "H", "H", "H", "H", "H", "H", "H", "H", "H", "H", "H", "H", "H", "H", "H"],
  "xyz": [[-0.33, -3.13, -0.78], [-1.47, -2.16, -0.83], [-1.36, -0.97, -1.54], [-2.37, -0.03, -1.52], [-3.53, -0.25, -0.79], [-4.55, 0.85, -0.63], [-4.35, 1.55, 0.74], [-2.95, 1.55, 1.13], [-2.06, 2.35, 0.47], [-2.39, 3.36, -0.12], [-0.66, 1.91, 0.48], [0.33, 2.85, -0.61], [1.66, 1.80, -0.33], [2.86, 1.98, -0.92], [3.76, 1.11, -0.62], [3.56, 0.06, 0.22], [2.36, -0.22, 0.87], [2.26, -1.20, 1.58], [1.35, 0.78, 0.57], [0.01, 0.85, 1.04], [-0.52, -0.12, 2.05], [4.74, -0.77, 0.36], [5.87, 0.13, -0.16], [5.16, 1.08, -1.13], [-3.66, -1.46, -0.10], [-2.65, -2.40, -0.13], [0.40, -2.80, -0.05], [-0.68, -4.12, -0.49], [0.16, -3.20, -1.75], [-0.46, -0.77, -2.10], [-2.26, 0.89, -2.07], [-4.40, 1.58, -1.43], [-5.56, 0.46, -0.69], [-4.91, 1.03, 1.52], [-4.68, 2.59, 0.67], [-2.61, 0.66, 1.44], [-1.03, 0.40, 2.86], [-1.20, -0.83, 1.58], [0.31, -0.69, 2.47], [4.86, -1.07, 1.40], [4.62, -1.67, -0.25], [6.66, -0.44, -0.64], [6.30, 0.70, 0.66], [5.59, 2.08, -1.17], [5.15, 0.68, -2.15], [-4.56, -1.65, 0.46], [-2.77, -3.32, 0.42]],
  "e_homo_ev": -8.3,
  "smiles": "Cc1ccc(CCNC(=O)c2sc3nc4n(c(=O)c3c2C)CCC4)cc1",
  "total_charge": 0,
  "relative_energy_kcal_mol": 0.0,
  "homo_lumo_gap_ev": 8.5,
  "spin_multiplicity": 1
}

---

[8]
{
  "formula": "C20H21N5O3S",
  "method": "ωB97M-V with the def2-TZVPD basis set",
  "elements": ["C", "C", "C", "C", "C", "C", "C", "O", "C", "C", "O", "C", "C", "C", "C", "C", "C", "N", "N", "C", "O", "C", "C", "N", "N", "C", "N", "S", "C", "H", "H", "H", "H", "H", "H", "H", "H", "H", "H", "H", "H", "H", "H", "H", "H", "H", "H", "H", "H", "H"],
  "xyz": [[5.90, 2.28, -2.04], [5.52, 2.61, -0.63], [5.68, 3.87, -0.10], [5.32, 4.16, 1.21], [4.80, 3.16, 2.01], [4.63, 1.88, 1.50], [4.99, 1.60, 0.19], [4.87, 0.37, -0.40], [4.35, -0.70, 0.35], [4.35, -1.93, -0.56], [3.83, -3.07, 0.09], [2.48, -3.20, 0.25], [2.07, -4.32, 0.97], [0.73, -4.56, 1.18], [-0.23, -3.70, 0.69], [0.16, -2.58, -0.04], [-0.81, -1.65, -0.58], [-2.06, -1.85, -0.39], [-3.03, -1.03, -0.87], [-2.93, 0.14, -1.55], [-1.91, 0.68, -1.89], [-4.31, 0.72, -1.90], [-5.21, 0.80, -0.73], [-5.63, -0.22, -0.07], [-6.40, 0.06, 0.98], [-6.60, 1.32, 1.14], [-7.41, 1.86, 2.08], [-5.79, 2.33, -0.07], [1.52, -2.33, -0.26], [6.63, 1.47, -2.05], [6.32, 3.15, -2.54], [5.03, 1.94, -2.59], [6.09, 4.65, -0.72], [5.45, 5.16, 1.60], [4.52, 3.37, 3.03], [4.22, 1.11, 2.14], [3.33, -0.48, 0.69], [4.97, -0.90, 1.24], [5.38, -2.19, -0.81], [3.82, -1.71, -1.49], [2.83, -4.99, 1.35], [0.43, -5.44, 1.74], [-1.28, -3.87, 0.85], [-0.42, -0.80, -1.14], [-3.96, -1.32, -0.57], [-4.16, 1.70, -2.34], [-4.76, 0.06, -2.66], [-7.31, 2.83, 2.30], [-7.70, 1.24, 2.82], [1.79, -1.45, -0.82]],
  "e_homo_ev": -8.2,
  "smiles": "Cc1ccccc1OCCOc1cccc(/C=N/NC(=O)Cc2nnc(N)s2)c1",
  "total_charge": 0,
  "relative_energy_kcal_mol": 93.0,
  "homo_lumo_gap_ev": 8.5,
  "spin_multiplicity": 1
}

---

[9]
{
  "formula": "C20H21N8O2RbSe2Te2",
  "method": "ωB97M-V with the def2-TZVPD basis set",
  "elements": ["Rb", "O", "N", "N", "O", "C", "C", "C", "C", "C", "C", "H", "H", "H", "H", "H", "Se", "Te", "Te", "Se", "C", "C", "N", "C", "C", "N", "C", "N", "N", "N", "C", "C", "C", "C", "C", "C", "H", "H", "H", "H", "H", "H", "H", "H", "H", "H", "H", "C", "C", "C", "N", "H", "H", "H", "H", "H"],
  "xyz": [[0.20, -1.79, -1.03], [0.65, -1.90, 1.44], [1.87, -1.81, 1.80], [2.75, -1.72, 0.86], [2.53, -1.72, -0.41], [4.07, -1.65, 1.30], [4.40, -1.62, 2.66], [5.72, -1.58, 3.04], [6.73, -1.57, 2.09], [6.41, -1.59, 0.75], [5.09, -1.63, 0.35], [3.60, -1.63, 3.39], [5.97, -1.56, 4.10], [7.77, -1.55, 2.40], [7.19, -1.58, 0.00], [4.81, -1.65, -0.69], [-1.45, -1.14, -6.00], [-1.97, -3.39, -5.15], [-3.02, -2.69, -2.77], [-3.96, -4.95, -2.37], [-2.81, 1.76, -1.63], [-1.40, 2.15, -1.39], [-0.39, 1.34, -1.23], [0.71, 2.12, -1.03], [0.35, 3.43, -1.06], [-1.01, 3.45, -1.30], [-1.84, 4.62, -1.40], [-2.79, 4.70, -0.34], [-4.13, 4.84, -0.61], [-4.78, 4.90, 0.50], [-3.92, 4.80, 1.54], [-4.12, 4.82, 2.92], [-3.00, 4.72, 3.72], [-1.72, 4.59, 3.20], [-1.49, 4.55, 1.82], [-2.60, 4.67, 1.01], [-2.86, 0.69, -1.80], [-3.22, 2.29, -2.49], [-3.42, 2.01, -0.76], [1.67, 1.68, -0.88], [0.91, 4.34, -0.94], [-2.43, 4.59, -2.33], [-1.19, 5.51, -1.41], [-5.11, 4.91, 3.33], [-3.12, 4.74, 4.80], [-0.87, 4.50, 3.87], [-0.50, 4.42, 1.42], [0.08, -7.70, -1.10], [-1.05, -6.90, -1.76], [-0.73, -5.51, -1.81], [-0.42, -4.40, -1.85], [-0.17, -8.76, -1.07], [0.24, -7.35, -0.08], [1.01, -7.57, -1.65], [-1.99, -7.01, -1.20], [-1.23, -7.25, -2.78]],
  "e_homo_ev": 0.2,
  "total_charge": -2,
  "relative_energy_kcal_mol": 36.0,
  "homo_lumo_gap_ev": 3.0,
  "spin_multiplicity": 1
}